Entry 1:
C57H109N5O23V | ωB97M-V/def2-TZVPD

The geometry in XYZ format:
```
195
Properties=species:S:1:pos:R:3:forces:R:3
O 1.4726 -3.4601 1.4452 -0.96 -0.91 1.14
V 1.8010 -2.4697 0.2855 1.95 3.75 -0.30
O 1.9875 -3.3302 -1.0175 -0.73 -0.52 -0.63
C -1.0124 -2.5697 -1.5556 -0.46 0.96 0.54
C -1.4365 -1.5095 -0.4520 0.39 0.45 -1.12
C -2.2522 -2.2786 0.5411 -1.22 -0.73 0.15
C -2.7055 -1.5000 1.7598 0.15 -0.74 0.37
C -1.4444 -1.0416 2.4892 -1.06 1.18 -0.79
C -0.4784 -0.2105 1.5770 -0.60 -0.51 0.50
N -0.2525 -0.9967 0.2877 1.71 -0.48 0.47
O 0.8196 -0.4765 -0.5448 -0.32 -1.32 1.36
C 0.7206 -0.1273 2.4358 3.17 0.40 0.12
C -0.8938 1.3103 1.4751 -0.81 -1.41 -1.08
C -2.3070 -0.4089 -1.1167 0.20 -0.89 -0.79
H -1.8966 -2.8568 -2.1247 -0.43 -0.17 0.38
H -0.6213 -3.4387 -1.0266 0.23 -0.03 -0.29
H -0.3439 -2.2341 -2.3485 0.49 0.28 0.57
H -1.6897 -3.1691 0.8216 0.31 0.07 0.40
H -3.1427 -2.6925 0.0680 -0.04 0.16 -0.42
H -3.3005 -2.1627 2.3883 0.19 -0.40 0.32
H -3.4867 -0.7805 1.5147 0.53 0.75 -0.19
H -0.9411 -1.9175 2.8986 0.21 -0.04 -0.25
H -1.6753 -0.3895 3.3315 -0.11 -0.01 0.19
H 1.2738 -1.0073 2.7638 -0.62 -0.75 -0.17
H 0.5412 0.4512 3.3420 -0.33 0.01 0.00
H 1.5180 0.4012 1.9134 0.05 0.36 -0.18
H -1.0904 1.7488 2.4535 -0.18 -0.32 0.07
H -1.7977 1.2700 0.8673 -0.15 0.83 0.06
H -0.1440 1.9483 1.0073 0.09 -0.38 -0.27
H -2.9260 -0.8693 -1.8868 -0.28 -0.45 0.02
H -1.6922 0.2356 -1.7450 0.12 0.66 0.68
H -3.0283 0.0525 -0.4422 0.51 0.51 0.03
C 6.5617 -1.0458 -0.5686 -0.19 0.08 1.04
C 5.1802 -1.7274 -0.9484 1.10 0.49 0.21
C 5.3603 -2.5131 -2.2180 1.17 -3.43 -0.29
C 6.0620 -3.9146 -1.9185 -1.01 0.38 0.28
C 5.2111 -4.7087 -0.8465 2.48 0.82 -1.57
C 5.1419 -3.9257 0.4537 -0.89 -0.39 0.21
N 4.4935 -2.5945 0.0937 -0.37 -0.21 0.44
O 3.8769 -1.8814 1.2442 -0.92 -0.78 -2.25
C 6.5302 -3.7937 1.1404 -0.78 0.40 -1.20
C 4.2953 -4.9440 1.2959 -0.69 1.68 1.31
C 4.2856 -0.6084 -1.4287 -1.22 0.27 1.42
H 6.6457 -0.9277 0.5117 -0.25 -0.17 0.23
H 6.6508 -0.0145 -0.9102 -0.33 0.02 -0.47
H 7.4982 -1.5240 -0.8556 -0.24 -0.47 -0.33
H 5.8548 -1.9373 -3.0003 0.43 0.12 0.27
H 4.4323 -2.8332 -2.6918 -0.53 0.35 0.37
H 7.0709 -3.8263 -1.5153 0.04 0.39 0.12
H 6.2208 -4.5352 -2.8004 -0.38 0.12 -0.33
H 5.8214 -5.5891 -0.6451 -0.13 -0.36 0.12
H 4.2498 -5.0641 -1.2176 -0.11 0.48 0.04
H 6.4137 -3.2482 2.0769 0.18 -0.19 0.05
H 7.1427 -3.2229 0.4424 0.28 0.03 0.46
H 6.9783 -4.7824 1.2390 0.00 0.03 0.38
H 3.9532 -4.5319 2.2452 -0.02 0.57 0.09
H 4.8820 -5.7863 1.6625 0.25 -0.19 -0.78
H 3.3586 -5.2421 0.8250 0.26 -0.19 -0.33
H 4.1074 0.0942 -0.6147 -0.27 0.04 0.08
H 3.3504 -1.1076 -1.6821 -0.34 0.49 -0.23
H 4.6610 -0.0194 -2.2655 0.26 -0.42 -0.10
C 0.4965 -5.9893 -2.3297 0.02 -0.40 0.79
C -0.3819 -5.5510 -3.4469 -0.96 2.94 0.47
O -1.3919 -6.5224 -3.6444 0.87 -0.28 0.12
C -1.0094 -7.6261 -2.9701 1.90 -0.38 -1.60
O -1.4680 -8.6897 -3.2399 -0.11 -0.19 1.38
O 0.1565 -7.3736 -2.2424 -1.36 -1.09 -0.18
H 0.3154 -5.5090 -1.3682 0.01 0.02 -0.04
H 1.5395 -5.8348 -2.6062 0.02 -0.40 0.33
H 0.3088 -5.2490 -4.2342 -0.86 -0.67 -1.05
H -0.9900 -4.6922 -3.1627 0.58 0.48 -0.13
C -3.5515 -5.5061 0.6569 0.03 -1.44 0.99
C -4.6706 -6.3943 1.1944 0.48 0.38 1.31
O -5.6546 -6.2500 0.2402 -2.02 -1.25 -0.83
C -5.4145 -5.2230 -0.5689 -5.71 -0.40 -2.94
O -6.2400 -4.8519 -1.4360 3.14 -0.87 2.61
O -4.3001 -4.7078 -0.2657 4.14 2.42 0.10
H -2.7535 -6.1063 0.2199 -0.07 0.42 -0.73
H -3.1252 -4.9784 1.5100 -0.06 0.72 -0.59
H -5.0045 -5.9226 2.1186 -0.32 -0.23 0.24
H -4.4946 -7.4517 1.3920 0.37 0.16 -0.27
C 1.8255 -2.2999 5.3666 -1.60 0.57 -1.15
C 3.0696 -1.5247 4.9702 -1.79 1.27 0.97
O 3.6340 -1.6600 6.2514 4.61 1.99 0.33
C 3.4206 -2.8595 6.7490 2.03 -1.18 2.39
O 4.1035 -3.5163 7.5101 -0.46 1.31 -0.88
O 2.2481 -3.1898 6.3699 -2.11 -3.56 -1.35
H 1.3763 -2.7577 4.4853 -0.33 -0.51 0.47
H 1.1381 -1.7479 6.0075 -0.48 0.99 -1.23
H 2.8327 -0.4651 4.8735 -0.11 0.02 -0.08
H 3.6613 -1.7493 4.0828 0.23 -0.96 0.29
C -0.8750 -0.1905 -5.5514 -0.22 -0.97 2.08
C 0.3095 -0.1128 -4.5287 -3.87 -2.26 1.43
O 1.2573 0.4965 -5.2309 2.61 1.40 -2.03
C 0.7432 1.0269 -6.3768 2.46 2.95 0.34
O 1.3756 1.7576 -7.0929 -0.39 -1.14 0.16
O -0.5537 0.8840 -6.4194 -1.78 -1.47 -0.65
H -1.8523 -0.0887 -5.0796 0.08 0.74 -0.07
H -0.9295 -1.2056 -5.9446 0.40 0.27 -1.17
H 0.6088 -1.1073 -4.1978 0.18 -0.02 -0.08
H -0.0634 0.3948 -3.6391 0.59 0.58 0.15
C -6.0454 -1.5385 -1.0706 -0.93 -1.11 1.92
C -6.4711 -1.0103 -2.3143 -0.32 0.76 -4.82
O -7.8387 -1.4178 -2.5953 -0.24 -0.37 -0.21
C -8.3293 -2.0797 -1.4983 -0.94 2.98 0.77
O -9.5038 -2.2201 -1.1732 2.96 -0.64 -1.45
O -7.2922 -2.1390 -0.6674 0.44 -1.53 3.40
H -5.6973 -0.7226 -0.4372 -0.22 -0.54 0.80
H -5.2923 -2.3080 -1.2401 -0.10 -0.07 0.71
H -5.7934 -1.5289 -2.9925 -0.49 0.58 -1.14
H -6.4063 0.0672 -2.4655 -0.11 -0.08 0.11
C -5.5164 5.0361 -4.0205 0.28 0.32 -0.37
C -3.9831 5.1748 -4.2068 0.41 -1.15 0.13
C -3.6224 6.6683 -3.8665 1.21 -0.34 -0.69
C -2.0826 6.9560 -3.6098 -1.90 -1.10 0.30
C -1.7411 6.0849 -2.4179 0.57 -1.29 0.12
C -2.0068 4.5371 -2.6211 0.48 -0.88 0.06
N -3.3974 4.2814 -3.1384 0.47 2.29 0.05
O -3.8414 2.9259 -3.2129 0.83 0.66 -0.37
C -0.8367 4.0131 -3.4636 -0.40 -0.45 -2.20
C -1.9299 3.8276 -1.2742 -0.46 0.48 0.41
C -3.5033 4.7723 -5.6946 -0.02 0.96 2.22
H -5.8340 5.6441 -3.1734 -0.01 0.02 0.02
H -5.8535 4.0190 -3.8208 0.14 0.00 -0.31
H -6.0355 5.3895 -4.9114 -0.09 0.03 -0.01
H -3.9395 7.2463 -4.7345 -0.28 0.18 0.06
H -4.1972 6.9653 -2.9894 0.05 0.07 -0.01
H -1.8815 7.9976 -3.3592 -0.21 0.07 -0.22
H -1.5225 6.6827 -4.5041 0.18 0.03 0.10
H -2.1944 6.4191 -1.4846 -0.62 0.12 -0.18
H -0.6789 6.1436 -2.1801 0.23 -0.03 -0.13
H -0.8593 2.9851 -3.8252 -0.52 -0.68 0.96
H -0.9228 4.4202 -4.4710 0.49 0.88 -0.03
H 0.1763 4.1473 -3.0844 -0.32 0.38 0.28
H -0.9346 3.7408 -0.8384 0.17 0.31 -0.23
H -2.5451 4.4619 -0.6360 -0.13 -0.48 0.59
H -2.3170 2.8098 -1.3242 -0.14 0.14 -0.08
H -2.4490 5.0466 -5.7301 0.01 -0.09 -0.29
H -4.0402 5.4109 -6.3960 -0.09 -0.40 -0.23
H -3.5797 3.6972 -5.8577 -0.32 0.18 -0.14
H -4.6400 2.9985 -2.6851 -0.02 -0.39 0.20
C 3.1913 3.8935 -3.6634 1.29 1.98 0.60
C 3.3072 4.1671 -2.1278 0.70 1.02 1.51
C 2.7440 2.9890 -1.3264 0.14 0.59 -0.34
C 2.9028 3.1684 0.1887 -0.59 -0.29 -0.78
C 4.3561 3.1207 0.5739 0.33 -0.51 -1.28
C 5.1586 4.1618 -0.2337 0.94 0.06 -0.96
N 4.7294 4.2939 -1.6622 -1.30 -2.87 -0.55
O 5.3415 5.3411 -2.2924 0.56 0.74 -0.11
C 5.0360 5.4655 0.5624 1.12 -0.05 0.13
C 6.7055 3.8072 -0.4125 -0.84 -0.50 2.54
C 2.6313 5.5222 -1.7537 -0.94 -0.27 -0.78
H 2.1691 3.8226 -4.0353 0.11 -1.07 0.25
H 4.0089 3.2630 -4.0128 -0.78 -1.08 0.17
H 3.5136 4.7850 -4.2014 0.03 0.66 0.24
H 1.6857 2.9096 -1.5751 -0.08 -0.34 -0.05
H 3.2990 2.1363 -1.7176 -0.28 -0.39 0.25
H 2.4140 2.3206 0.6687 -0.36 0.20 0.17
H 2.3886 4.1082 0.3900 0.00 -0.07 0.69
H 4.6175 2.0953 0.3124 0.59 -0.07 -0.06
H 4.5329 3.2098 1.6457 0.06 0.30 -0.03
H 5.6295 5.3711 1.4717 0.36 -0.11 -0.02
H 5.5447 6.2076 -0.0529 -0.46 0.67 0.32
H 4.0622 5.7286 0.9755 -0.23 0.08 -0.74
H 6.9830 2.9311 -0.9986 -0.62 0.41 -0.73
H 7.3946 4.6429 -0.5342 -0.38 0.09 -0.47
H 6.9267 3.4216 0.5827 0.45 0.09 0.49
H 1.6084 5.4570 -2.1247 -0.22 0.32 0.05
H 3.0787 6.3747 -2.2648 0.00 -0.06 -0.38
H 2.5846 5.8377 -0.7114 0.13 -0.59 0.10
H 4.8212 6.0819 -1.9729 0.25 0.95 -0.23
C -2.2307 2.7978 5.6684 -2.67 0.93 -0.14
O -2.8080 2.2869 6.9080 0.85 -0.68 -0.07
C -4.0486 1.5256 6.7482 1.94 1.56 -2.94
C -4.5271 0.8911 7.9317 0.33 -0.89 3.12
N -3.6611 -0.0788 8.6413 0.00 0.12 0.22
C -3.3098 -1.3395 7.9798 -1.52 0.99 -0.12
C -2.4876 -1.1385 6.6723 -3.43 2.66 0.66
O -1.5105 -1.9903 6.5046 1.63 -3.55 -0.88
C -1.9709 -3.2985 6.0785 1.54 0.18 -0.69
H -3.1215 3.2573 5.2400 0.03 0.42 -0.70
H -1.8658 2.1789 4.8487 0.18 -1.15 0.70
H -1.5354 3.6331 5.7509 0.15 -0.36 1.05
H -3.8588 0.7909 5.9658 -0.38 0.20 -0.36
H -4.8720 2.1942 6.4970 0.12 0.38 -0.79
H -5.5272 0.5327 7.6880 0.08 -0.83 0.04
H -4.7684 1.6940 8.6282 0.22 0.01 0.49
H -2.7825 0.3402 8.9108 -0.16 0.66 0.06
H -4.3104 -1.7583 7.8734 0.02 -0.59 -0.88
H -2.8615 -2.0141 8.7092 0.65 0.22 -0.13
H -2.1584 -0.1018 6.6021 0.86 0.02 0.81
H -3.1526 -1.0906 5.8101 -0.63 -0.69 -0.42
H -2.7812 -3.8380 6.5689 0.43 0.38 1.51
H -0.9908 -3.7745 6.0489 -0.58 -0.98 0.10
H -2.4092 -3.3604 5.0824 0.40 1.01 -0.73
```
Positions in Å, forces in eV/Å.

Properties
charge = -1
highest occupied orbital energy = -0.1760 hartree
Kohn-Sham gap = 0.2291 hartree


Entry 2:
C5H5ClFN | ωB97M-V/def2-TZVPD

The geometry in XYZ format:
```
13
Properties=species:S:1:pos:R:3:forces:R:3
C 0.3085 1.6126 -0.6502 4.21 -2.70 0.96
C -0.8509 1.4268 -0.0251 -0.91 1.19 -1.99
C -0.4010 -0.6067 0.9092 2.30 -2.61 1.05
C 0.5809 -0.9963 -0.1345 1.18 0.36 -1.13
C 1.5942 0.1132 -0.3990 -3.31 1.56 0.53
N -1.0191 0.4622 0.9477 -1.75 0.87 0.56
F 2.3687 -0.1374 -1.4928 -0.60 0.51 0.38
Cl 2.6146 0.2513 1.0278 0.37 0.48 0.00
H 1.0162 2.3653 -0.9902 -1.26 0.29 -0.64
H -1.7889 1.9941 -0.3723 1.55 -0.50 1.14
H -0.3671 -1.3486 1.7333 -0.91 0.79 -0.06
H 1.1086 -1.9453 -0.0088 -0.30 0.04 0.44
H 0.0328 -1.0527 -1.0424 -0.57 -0.27 -1.25
```
Positions in Å, forces in eV/Å.

Properties
ΔE to the lowest compared entry with this formula, charge and spin = 57.3 kcal per mole
highest occupied orbital energy = -0.3472 hartree
Kohn-Sham gap = 0.3605 hartree


Entry 3:
C3H8N2O2 | ωB97M-V/def2-TZVPD

The geometry in XYZ format:
```
15
Properties=species:S:1:pos:R:3:forces:R:3
C -0.5671 -1.0883 -1.6381 0.46 0.28 -0.36
O -1.0011 -0.6817 -0.3560 0.89 2.72 1.41
C -0.6765 0.7487 0.0111 -4.11 -1.21 -2.69
N -1.4440 1.0500 1.1063 1.03 -0.63 0.35
O -0.3177 1.5730 -0.7963 0.55 -0.71 0.60
H -1.1885 -1.9313 -1.9456 0.07 0.03 0.22
H -0.6883 -0.2862 -2.3739 0.01 -0.04 0.14
H 0.4914 -1.3695 -1.6086 -0.19 -0.06 -0.08
H -1.7335 2.0086 1.2041 0.20 -0.08 -0.04
H -2.0467 0.3279 1.4637 0.12 0.04 -0.02
C 1.8305 -0.3884 1.2840 -0.36 0.91 -0.13
N 1.6517 0.1660 0.1722 3.43 -0.27 -0.17
H 2.5711 -1.1721 1.4005 -0.45 -1.09 -0.13
H 1.3137 -0.0831 2.1936 0.13 0.32 0.54
H 1.8050 1.1261 -0.1170 -1.77 -0.21 0.36
```
Positions in Å, forces in eV/Å.

Properties
ΔE to the lowest compared entry with this formula, charge and spin = 84.2 kcal per mole
structure (SMILES) = COC(N)=O.C=N
highest occupied orbital energy = -0.3142 hartree
Kohn-Sham gap = 0.3322 hartree


Entry 4:
C5H10FN | ωB97M-V/def2-TZVPD

The geometry in XYZ format:
```
17
Properties=species:S:1:pos:R:3:forces:R:3
C 1.7829 0.3258 0.2472 -1.47 0.00 0.81
C 2.0996 -0.9120 -0.4878 1.28 1.89 0.20
C -1.4396 0.6780 -1.1022 -1.43 -0.24 -0.49
C -1.3673 -0.8150 1.0143 -1.17 4.25 2.78
C -1.0248 0.4908 0.3259 0.82 -0.28 -0.11
N 2.2567 1.4028 0.6202 2.62 -2.53 -2.25
F -1.1237 1.6121 1.1089 -0.06 -0.40 -0.26
H 2.8823 -0.7150 -1.2151 0.26 -0.39 -0.17
H 1.2125 -1.1913 -0.9279 -1.93 -0.53 -1.66
H 2.2803 -1.7399 0.1440 0.82 -0.62 1.01
H -0.6560 1.1640 -1.6931 -0.25 0.07 0.03
H -2.4518 1.2697 -1.2601 1.89 -1.05 0.52
H -1.6030 -0.3624 -1.5233 0.17 1.22 0.30
H -1.1669 -0.6544 2.1510 -0.04 -0.78 -2.05
H -2.4520 -0.8596 0.9046 -0.24 -0.79 0.07
H -0.8550 -1.5664 0.5416 1.04 -2.13 -0.72
H 1.6256 1.8727 1.1517 -2.31 2.30 1.98
```
Positions in Å, forces in eV/Å.

Properties
ΔE to the lowest compared entry with this formula, charge and spin = 98.5 kcal per mole
highest occupied orbital energy (spin up / spin down) = -0.2735 / -0.2591 hartree
Kohn-Sham gap (spin up / spin down) = 0.2979 / 0.2900 hartree


Entry 5:
C31H39F4OSi | ωB97M-V/def2-TZVPD

The geometry in XYZ format:
```
76
Properties=species:S:1:pos:R:3:forces:R:3
F -0.0742 -4.7608 -4.2495 -0.20 1.51 -0.22
C -0.2860 -3.4262 -4.5167 0.25 -0.81 0.10
C 0.0557 -2.9512 -5.7803 -0.28 0.34 0.45
C -0.1868 -1.5955 -5.9978 0.25 0.44 -0.62
F 0.1406 -1.0642 -7.2248 -0.36 -0.56 1.36
C -0.7489 -0.7539 -5.0372 0.08 -0.40 -0.06
C -1.1108 -1.2887 -3.7898 0.18 -0.27 -0.32
C -1.8519 -0.3577 -2.8252 -0.68 -0.51 -0.39
C -2.6119 -1.0213 -1.6993 -0.36 0.31 0.19
C -3.5730 -0.3877 -1.0058 0.90 -0.26 -0.66
C -4.4328 -1.0273 -0.0250 -1.13 -0.68 1.43
C -5.4722 -0.2886 0.6035 0.71 -0.32 -0.45
C -6.2518 -0.9025 1.5718 -0.62 -0.10 0.61
F -7.2438 -0.1724 2.1914 1.10 -0.75 -0.71
C -6.0799 -2.2362 1.9635 0.49 0.43 -0.59
C -5.0781 -2.9512 1.2965 -0.08 -0.49 0.28
F -4.8905 -4.2742 1.6302 -0.19 1.42 -0.35
C -4.2634 -2.3899 0.3232 -0.12 0.44 -0.09
C -0.8328 -2.6286 -3.5079 -0.08 0.03 -0.15
H 0.4803 -3.5921 -6.5481 -0.11 0.14 0.18
H -0.9135 0.3031 -5.2594 -0.03 -0.38 -0.16
H -2.5951 0.1662 -3.4489 0.16 -0.10 0.09
H -2.3770 -2.0627 -1.4996 -0.19 0.23 -0.06
H -3.7305 0.6814 -1.1673 -0.25 -0.23 -0.14
H -5.6531 0.7446 0.3067 -0.03 -0.25 0.24
H -6.6772 -2.6891 2.7434 -0.02 0.04 -0.10
H -3.5115 -2.9994 -0.1806 -0.32 0.07 0.38
H -1.0451 -3.0634 -2.5307 0.06 -0.02 -0.45
C -1.5895 3.9393 3.7172 -0.11 -0.11 -0.04
C -1.0632 2.5907 3.2333 0.20 0.05 0.06
C 0.4378 2.6098 2.9350 0.00 0.03 0.11
C 0.9849 1.2511 2.4463 -0.38 -0.17 -0.16
Si 1.7079 1.1650 0.7180 2.47 -0.59 1.78
C 3.0601 2.4747 0.6049 -0.68 0.77 -0.68
C 4.1812 2.3689 1.6734 -0.16 -0.17 0.36
C 5.5924 2.1942 1.1010 -0.23 -0.02 -0.11
C 6.6511 1.9935 2.1815 -0.01 0.01 -0.09
C 2.5904 -0.4617 0.4539 -0.44 0.09 -0.20
C 1.6360 -1.6427 0.5974 0.13 -0.21 -0.04
C 2.2897 -2.9707 0.2218 -0.26 0.21 0.15
C 1.2446 -4.0721 0.1633 0.17 -0.22 -0.03
C 0.2760 1.2760 -0.4970 -1.30 -1.91 -1.76
C -0.6463 2.3178 -0.7002 -1.40 0.41 -0.68
C -1.4992 1.9510 -1.7269 1.32 0.62 0.63
C -0.9481 0.7228 -2.3365 0.10 0.00 0.71
O -0.0375 0.2292 -1.3100 1.45 2.29 0.58
H -2.6584 3.8658 3.9333 0.10 0.10 0.00
H -1.0837 4.2622 4.6331 -0.04 -0.05 -0.15
H -1.4508 4.7158 2.9575 0.01 -0.04 0.10
H -1.2577 1.8265 3.9958 0.00 0.05 -0.15
H -1.6054 2.2823 2.3293 -0.02 -0.04 0.07
H 0.6506 3.4115 2.2100 -0.02 -0.05 0.15
H 0.9769 2.8853 3.8542 -0.16 0.05 -0.27
H 1.8090 0.9374 3.1082 -0.22 -0.14 -0.32
H 0.2134 0.4655 2.4853 0.13 0.17 0.34
H 3.4812 2.4478 -0.4117 0.00 0.12 0.22
H 2.5512 3.4448 0.7148 0.29 -0.02 -0.22
H 4.1675 3.2827 2.2869 -0.05 -0.27 -0.12
H 3.9800 1.5398 2.3724 0.10 0.16 -0.13
H 5.5978 1.3367 0.4160 0.01 0.08 0.04
H 5.8412 3.0800 0.5031 -0.04 -0.14 0.01
H 7.6327 1.8566 1.7228 -0.05 0.02 0.09
H 6.7091 2.8589 2.8477 -0.02 -0.09 -0.04
H 6.4409 1.1072 2.7876 -0.01 0.09 -0.04
H 3.0350 -0.4547 -0.5546 -0.02 -0.05 0.21
H 3.4206 -0.5512 1.1728 -0.17 0.18 -0.19
H 1.2546 -1.6991 1.6287 0.07 -0.02 -0.19
H 0.7640 -1.4811 -0.0481 0.08 -0.20 0.11
H 2.7925 -2.8613 -0.7469 -0.05 -0.05 0.10
H 3.0639 -3.2007 0.9629 -0.05 -0.05 -0.12
H 1.7170 -5.0387 -0.0155 -0.16 -0.04 0.01
H 0.6844 -4.1257 1.1017 0.05 -0.06 -0.08
H 0.5321 -3.8866 -0.6479 0.05 -0.03 0.07
H -0.6710 3.2278 -0.1057 -0.06 -0.22 -0.17
H -2.3471 2.5003 -2.1309 0.29 0.00 0.09
H -0.2946 1.0171 -3.1757 0.00 0.19 0.19
```
Positions in Å, forces in eV/Å.

Properties
ΔE to the lowest compared entry with this formula, charge and spin = 0.0 kcal per mole
charge = +1
highest occupied orbital energy = -0.4240 hartree
Kohn-Sham gap = 0.2167 hartree


no.,total energy (Eh)
1,-5185.17365
2,-808.21713
3,-379.00675
4,-350.96871
5,-1968.56455